# 1
Entry from the OMol25 dataset: a molecular structure, C24H29AuGe2N5O5 (wB97M-V/def2-TZVPD).

Structure (XYZ):
```
66
C24H29AuGe2N5O5, DFT wB97M-V/def2-TZVPD
Au 0.34 1.30 -1.94
C -2.63 -3.12 -0.09
C -1.27 -3.80 -0.04
Ge 0.24 -2.59 0.14
C 2.02 -3.36 0.36
C 2.30 -3.77 1.80
C -0.04 -1.32 1.58
C -0.28 -0.02 1.75
Ge -0.84 1.30 0.43
C -0.56 3.18 0.93
C -0.61 3.59 2.40
C -2.53 0.76 -0.38
C -3.66 1.30 0.52
C -0.28 0.50 3.15
C 0.93 0.69 3.82
C 0.94 1.15 5.13
C -0.25 1.42 5.78
C -1.46 1.21 5.13
C -1.47 0.76 3.81
H -3.43 -3.86 -0.16
H -2.72 -2.47 -0.96
H -2.82 -2.52 0.81
H -1.10 -4.42 -0.92
H -1.19 -4.46 0.83
H 2.74 -2.62 0.01
H 2.09 -4.22 -0.31
H 2.30 -2.91 2.48
H 3.28 -4.24 1.88
H 1.57 -4.48 2.18
H 0.09 -1.87 2.52
H -1.33 3.71 0.36
H 0.39 3.48 0.48
H -1.58 3.39 2.85
H -0.44 4.67 2.45
H 0.15 3.11 3.00
H -2.53 -0.33 -0.41
H -2.63 1.15 -1.40
H -3.71 0.75 1.46
H -4.61 1.18 0.01
H -3.54 2.36 0.74
H 1.87 0.49 3.31
H 1.88 1.30 5.64
H -0.25 1.78 6.80
H -2.40 1.40 5.64
H -2.42 0.59 3.31
O 2.04 -4.03 -4.83
C 2.52 -2.90 -5.32
O 3.17 -2.86 -6.33
C 2.22 -1.62 -4.60
C 2.71 -0.42 -5.08
N 2.30 0.55 -4.26
N 1.55 0.07 -3.27
C 1.50 -1.25 -3.45
C 0.84 -2.10 -2.43
O 0.79 -3.31 -2.53
O 0.40 -1.45 -1.37
H 1.56 -3.89 -3.99
H 3.33 -0.23 -5.94
H 2.49 1.55 -4.28
O -1.01 2.84 -1.77
N -0.91 4.09 -2.13
C 0.14 4.59 -2.67
C 1.32 3.85 -3.01
N 2.27 3.27 -3.29
C 0.11 5.99 -3.01
N 0.10 7.10 -3.29
```

## Properties
- net charge = +1
- relative energy (zero: lowest compared OMol25 entry of this formula, charge and spin) (kJ/mol) = 0.0
- gap between HOMO and LUMO (eV) = 6.78
- maximum force (Eh/bohr) = 0.0191
- LUMO level (eV) = -5.34



# 2
Entry from the OMol25 dataset: a molecular structure, C19H35CeN4 in a non-equilibrium geometry (wB97M-V/def2-TZVPD).

Structure (XYZ):
```
59
C19H35CeN4, DFT wB97M-V/def2-TZVPD
C -0.29 -1.48 -2.37
H -0.76 -1.68 -3.33
H 0.55 -0.79 -2.62
H -1.18 -0.89 -1.77
C 0.18 -2.80 -1.74
H 0.98 -2.63 -1.00
H -0.65 -3.29 -1.22
C 0.72 -3.76 -2.83
H 1.10 -4.68 -2.38
H -0.07 -4.04 -3.53
H 1.53 -3.30 -3.40
C 0.97 1.47 1.24
C 1.98 0.47 1.04
C 2.34 0.47 -0.35
C 1.52 1.46 -1.02
C 0.67 2.07 -0.04
C -0.26 3.21 -0.26
C 1.62 1.85 -2.46
C 3.39 -0.36 -1.01
C 2.55 -0.40 2.11
C 0.40 1.90 2.55
Ce -0.03 -0.37 -0.26
H 0.80 2.52 -2.74
H 2.57 2.37 -2.65
H 1.59 0.98 -3.13
H -0.53 3.31 -1.32
H -1.20 3.11 0.31
H 0.20 4.16 0.05
H 0.36 1.08 3.27
H 1.01 2.70 3.01
H -0.62 2.30 2.44
H 3.05 -1.28 1.69
H 3.30 0.14 2.71
H 1.78 -0.75 2.81
H 3.04 -0.81 -1.95
H 4.27 0.26 -1.25
H 3.73 -1.17 -0.35
C -2.86 -1.91 0.47
N -2.26 -0.60 0.92
C -2.27 -0.60 2.43
N -3.63 -0.79 2.98
C -4.17 -2.07 2.48
N -4.23 -2.11 1.00
C -5.08 -0.99 0.54
N -4.56 0.33 1.00
C -3.19 0.51 0.48
C -4.51 0.30 2.48
H -2.23 -2.73 0.84
H -2.91 -1.93 -0.63
H -1.89 0.37 2.78
H -1.63 -1.41 2.79
H -5.19 -2.20 2.87
H -3.52 -2.89 2.83
H -5.11 -0.99 -0.55
H -6.09 -1.12 0.96
H -2.80 1.47 0.85
H -3.24 0.52 -0.62
H -5.52 0.12 2.86
H -4.12 1.26 2.84
```

## Properties
- net charge = +2
- multiplicity = 2
- gap between HOMO and LUMO (alpha / beta) (eV) = 7.54 / 7.62
- maximum force (Eh/bohr) = 0.0816
- LUMO level (alpha / beta) (eV) = -7.29 / -7.21



# 3
Entry from the OMol25 dataset: a molecular structure, C18H33MnN4O2PSi in a non-equilibrium geometry (wB97M-V/def2-TZVPD).

Structure (XYZ):
```
60
C18H33MnN4O2PSi, DFT wB97M-V/def2-TZVPD
Mn -0.75 -0.55 0.15
Si -0.01 -3.32 -0.11
P 2.31 2.59 -2.73
N -2.13 0.70 0.07
H 2.92 2.45 -1.44
C 2.48 4.30 -3.30
H 2.79 4.34 -4.35
H 3.24 4.80 -2.68
H 1.52 4.82 -3.21
C 3.16 1.54 -3.92
H 3.44 2.15 -4.79
H 2.49 0.74 -4.26
H 4.07 1.10 -3.49
C 0.57 2.15 -2.77
H 0.04 2.83 -3.46
H 0.13 2.22 -1.77
H 0.46 1.12 -3.14
C 1.69 -3.14 -0.83
H 2.44 -3.06 -0.03
H 1.76 -2.27 -1.49
H 1.88 -4.05 -1.43
H -0.57 -4.62 -0.51
H -0.88 -2.25 -0.79
C -3.33 0.62 -0.45
C -5.69 1.27 -0.30
C -4.36 1.54 -0.05
C -3.70 -0.43 -1.38
C -5.04 -0.68 -1.62
C -6.04 0.12 -1.05
H -6.46 1.93 0.08
H -4.05 2.43 0.51
H -2.91 -1.02 -1.83
H -5.32 -1.52 -2.26
H -7.09 -0.12 -1.21
C 2.29 0.83 -0.13
O 1.15 0.28 -0.32
C 2.42 1.90 0.89
H 3.42 2.34 0.91
H 2.21 1.49 1.90
H 1.69 2.70 0.71
C 3.53 0.16 -0.63
H 4.36 0.88 -0.65
H 3.39 -0.24 -1.64
H 3.81 -0.66 0.05
C 0.44 -4.11 4.08
N -0.11 -2.78 3.79
C -0.39 -1.92 4.83
C -0.85 -0.67 4.54
C -1.02 -0.27 3.20
N -0.71 -1.14 2.19
C -0.27 -2.36 2.53
O 0.07 -3.25 1.61
N -1.42 0.96 2.86
H -0.22 -4.89 3.68
H 0.49 -4.18 5.16
H 1.45 -4.21 3.65
H -0.20 -2.35 5.81
H -1.10 0.03 5.33
H -1.64 1.61 3.61
H -1.82 1.15 1.93
```

## Properties
- net charge = +2
- multiplicity = 2
- gap between HOMO and LUMO (alpha / beta) (eV) = 4.92 / 4.36
- maximum force (Eh/bohr) = 0.0964
- LUMO level (alpha / beta) (eV) = -5.73 / -5.96



# 4
Entry from the OMol25 dataset: 2 unconnected molecules or ions with the total composition C4H5N2OS in a non-equilibrium geometry (wB97M-V/def2-TZVPD).

Structure (XYZ):
```
13
C4H5N2OS, DFT wB97M-V/def2-TZVPD
C 0.16 0.15 0.13
C 1.26 0.14 -0.74
C -0.71 -0.42 -1.77
C -0.22 0.17 1.63
N -0.98 -0.33 -0.46
N 0.63 -0.22 -2.02
O 2.47 0.34 -0.59
S -0.89 0.73 -4.69
H -1.26 -0.85 -2.57
H 0.17 1.07 2.06
H 0.29 -0.56 2.22
H -1.27 0.17 1.75
H 1.08 0.15 -2.84
```

## Properties
- net charge = -1
- relative energy (zero: lowest compared OMol25 entry of this formula, charge and spin) (kJ/mol) = 234.9
- gap between HOMO and LUMO (alpha / beta) (eV) = 5.38 / 6.44
- maximum force (Eh/bohr) = 0.1107
- LUMO level (alpha / beta) (eV) = 1.93 / 3.41